No. 1
ORCA calculation (the ωB97M-V functional and the def2-TZVPD basis) on a cluster of 2 separate species, C10H16 in total.

Structure (XYZ):
```
26
Properties=species:S:1:pos:R:3:forces:R:3
C -0.2227 2.2594 -0.7875 3.15 0.87 -0.54
C -0.3550 1.8532 0.6338 0.00 -2.63 0.08
C -1.5415 2.1021 1.3465 2.85 -1.52 0.83
C -1.6918 1.6809 2.6462 0.93 -0.09 0.74
C -0.6198 1.0162 3.2952 0.51 -0.37 0.68
C 0.4862 0.6048 2.5602 -0.90 1.33 -2.93
C 0.5859 0.9503 1.1744 -0.14 1.42 0.87
H 0.3466 3.2695 -0.7517 -0.76 -1.57 -0.64
H -1.1351 2.4114 -1.2545 -1.96 0.60 -0.71
H 0.3008 1.5135 -1.4968 -0.36 1.13 1.51
H -2.3077 2.5187 0.8332 -2.35 1.58 -1.29
H -2.6148 1.9455 3.1395 0.02 -0.19 0.36
H -0.5235 0.7982 4.3871 -0.86 0.27 -0.99
H 1.3378 0.0868 2.8754 0.77 -0.85 1.34
H 1.4888 0.7027 0.5656 -0.88 0.02 0.68
C 1.3006 -3.2308 -1.3312 1.17 -1.73 1.73
C 0.8656 -1.7646 -1.6371 0.29 -2.00 1.12
C -0.3801 -1.3945 -2.4171 -2.18 1.21 3.65
H 2.3929 -3.3666 -0.8106 -1.65 0.92 -2.55
H 0.9521 -3.7483 -0.3270 -1.12 1.11 -2.28
H 1.0918 -3.8375 -2.2553 0.72 -0.11 1.31
H 1.6684 -1.2653 -2.0439 2.02 0.71 -1.82
H 1.0321 -1.3937 -0.6710 -1.29 1.40 1.72
H -1.1314 -2.1197 -2.5777 -0.24 -1.67 -0.35
H -0.2466 -0.8906 -3.3151 0.73 0.82 -1.62
H -1.0794 -0.7016 -1.7802 1.54 -0.67 -0.90
```
Forces are in eV/Å.

Multiplicity: 1
E: -10627.0238 eV
Kohn-Sham gap: 9.82 eV



No. 2
ORCA calculation (the ωB97M-V functional and the def2-TZVPD basis) on a cluster of 14 separate species, C54H120F16N14O32S16 in total.

Structure (XYZ):
```
252
Properties=species:S:1:pos:R:3:forces:R:3
C -12.7500 10.7781 -6.9550 -0.16 0.01 0.69
C -11.8746 10.8108 -5.6662 -0.08 1.68 -0.68
C -10.9105 9.6710 -5.5734 0.05 -1.29 -0.21
N -9.7026 9.8859 -4.6716 1.34 -0.61 -0.40
C -8.9775 8.4967 -4.3196 -0.77 1.15 -1.24
C -9.7421 7.6022 -3.4077 -1.62 -0.83 1.34
C -10.1713 8.3214 -2.0589 -0.26 -0.10 -2.17
C -11.0450 9.5822 -2.4994 1.50 -0.40 0.41
C -10.1320 10.5176 -3.3648 0.28 -1.08 0.96
C -8.5564 10.7522 -5.3118 -1.01 -0.45 0.41
H -12.2314 10.9623 -7.8959 0.68 -0.65 0.06
H -13.4738 11.5908 -7.0174 -0.17 -0.02 0.83
H -13.3094 9.8426 -6.9538 -0.04 0.01 -0.44
H -12.4834 10.8943 -4.7659 -0.29 -0.17 -0.13
H -11.3110 11.7437 -5.6787 0.08 0.29 -0.05
H -10.5970 9.3333 -6.5612 0.57 0.30 -0.07
H -11.4348 8.7975 -5.1857 0.11 -0.04 0.32
H -8.7495 8.0603 -5.2921 -0.30 -0.13 -0.08
H -7.9996 8.7101 -3.8880 -0.19 0.55 0.20
H -10.6558 7.1226 -3.7586 -0.46 0.88 -0.91
H -9.2190 6.6467 -3.3704 0.96 0.23 0.83
H -10.7614 7.6834 -1.4011 0.06 -0.14 -0.24
H -9.2425 8.5659 -1.5434 -0.19 0.59 0.26
H -12.0002 9.3612 -2.9758 0.15 -0.44 -0.19
H -11.3546 10.0325 -1.5562 0.22 0.74 -0.25
H -10.5006 11.5274 -3.5457 0.04 -0.09 0.08
H -9.1615 10.4698 -2.8709 -0.10 0.99 0.51
H -8.2085 10.3071 -6.2440 -0.38 -0.23 0.04
H -7.7099 10.7676 -4.6253 -0.28 -0.04 0.17
H -8.8679 11.7807 -5.4942 -0.37 -0.13 0.14
C -14.9828 13.9983 -10.5789 0.64 1.00 0.28
C -13.5969 14.5857 -10.2037 1.07 0.62 0.24
C -12.4096 14.1569 -11.0807 0.03 -0.26 0.54
N -10.9421 14.6064 -10.5788 -1.05 1.16 -1.27
C -10.4581 13.8219 -9.3866 1.19 0.56 -0.54
C -8.8644 13.9966 -9.1673 -0.30 0.11 -0.11
C -7.9466 13.7106 -10.4304 -1.34 -0.25 2.20
C -8.5606 14.4656 -11.5994 1.48 -1.23 -0.80
C -10.0579 14.3247 -11.8080 -0.99 0.46 1.16
C -11.0007 16.1285 -10.3224 0.45 -0.89 -0.01
H -15.7746 14.5658 -10.0900 0.20 0.11 0.36
H -15.1442 12.9605 -10.2874 0.23 -0.05 -0.48
H -15.1483 14.2666 -11.6223 -0.08 -0.76 -0.29
H -13.2688 14.4762 -9.1700 -0.60 -0.34 0.34
H -13.5848 15.6648 -10.3572 -0.70 0.18 0.22
H -12.5700 14.6044 -12.0616 0.51 0.05 -0.11
H -12.3762 13.0751 -11.2101 0.31 -0.09 0.13
H -10.6966 12.7786 -9.5933 0.03 -0.05 -0.01
H -11.1282 14.2015 -8.6153 0.72 -0.29 0.70
H -8.5556 13.4283 -8.2899 -0.31 -0.46 -0.18
H -8.6160 14.9941 -8.8050 -0.48 0.32 -0.24
H -7.7500 12.6433 -10.5314 -1.19 -0.44 -0.69
H -6.8963 13.9236 -10.2314 -0.13 1.25 0.13
H -8.0476 13.9963 -12.4388 -0.46 0.05 -0.70
H -8.1416 15.4702 -11.6579 -0.70 0.33 0.39
H -10.4654 13.3358 -12.0178 0.98 -0.24 -0.63
H -10.4280 15.0314 -12.5508 0.18 -0.21 -0.18
H -9.9941 16.4881 -10.1089 -0.01 -0.14 -0.14
H -11.6213 16.3961 -9.4672 -0.15 -0.39 -0.04
H -11.3815 16.5702 -11.2433 0.00 0.05 0.15
C -15.2367 19.3550 -4.0765 0.54 -0.85 -0.87
C -14.9994 20.6769 -4.7794 0.31 1.43 1.67
C -15.8514 20.8906 -5.9683 0.64 -0.69 -0.97
N -15.3460 22.0898 -6.8450 -0.67 -1.95 -0.32
C -16.3403 22.0853 -8.0530 1.00 1.67 0.30
C -17.5997 22.8513 -7.7958 -1.76 0.75 0.88
C -17.4437 24.2466 -7.1336 0.92 -1.52 -0.02
C -16.7027 23.9532 -5.7971 -0.87 1.48 -0.05
C -15.3308 23.3962 -6.0052 0.97 -0.45 -1.79
C -14.0232 21.6261 -7.5423 0.02 1.11 0.37
H -15.0750 18.6332 -4.8770 -0.23 -0.59 0.17
H -16.2236 19.1680 -3.6533 -0.10 0.39 -0.13
H -14.4870 19.0844 -3.3330 0.00 0.38 0.08
H -13.9486 20.8328 -5.0237 0.21 -0.51 -0.15
H -15.2020 21.5199 -4.1189 -0.08 0.04 0.54
H -16.9046 20.9124 -5.6885 -0.10 0.76 -0.41
H -15.7353 20.0215 -6.6158 -0.24 0.01 -0.25
H -16.4385 21.0466 -8.3683 -0.24 0.06 0.15
H -15.7879 22.6422 -8.8098 0.01 -0.13 -0.24
H -18.2673 22.3393 -7.1029 -0.12 -0.51 -0.34
H -18.1472 23.0174 -8.7235 0.05 -0.55 -0.17
H -18.3944 24.7611 -6.9936 -0.12 -0.54 0.27
H -16.9016 24.8748 -7.8403 0.67 0.30 0.30
H -17.3181 23.3851 -5.0995 -0.17 -0.44 -0.36
H -16.6123 24.9100 -5.2830 0.45 0.11 0.19
H -14.7120 23.2507 -5.1198 -0.33 -0.36 -0.01
H -14.7746 24.0983 -6.6263 0.08 0.10 -0.16
H -14.0709 20.5643 -7.7836 -0.12 0.04 0.50
H -13.1026 21.9223 -7.0394 -0.36 -0.46 0.90
H -13.8547 22.1370 -8.4903 -0.83 0.24 -0.07
C -19.0030 17.5023 0.8195 -1.62 -0.69 0.98
C -18.2422 18.8221 0.8075 -0.82 -0.34 -1.52
C -19.2650 19.9749 0.9233 0.45 -0.14 0.79
N -18.6882 21.3874 0.7738 1.71 0.45 -1.33
C -19.7800 22.5007 0.8864 0.03 -2.26 -2.12
C -20.8436 22.3773 -0.4106 1.87 0.44 2.54
C -20.1675 22.2765 -1.7868 0.35 -0.15 0.18
C -18.9161 21.3550 -1.9136 0.08 1.06 1.04
C -17.9476 21.5092 -0.6632 -1.43 0.36 -0.34
C -17.5777 21.6924 1.7866 -0.80 -1.51 -0.15
H -18.5547 16.5372 0.5836 1.03 0.52 -0.07
H -19.9374 17.4324 0.2626 -0.07 0.69 -0.34
H -19.3480 17.3970 1.8480 -0.19 -0.33 0.19
H -17.8264 18.9290 -0.1944 0.87 -0.08 0.26
H -17.5349 18.6850 1.6254 0.38 0.83 -0.29
H -19.7376 19.8996 1.9026 -0.18 0.37 0.08
H -20.0493 19.8703 0.1735 0.12 0.00 -0.03
H -20.1826 22.2448 1.8664 -0.67 0.35 -0.20
H -19.2510 23.4518 0.9477 -0.01 -0.04 -0.27
H -21.5105 21.5596 -0.1372 -0.13 0.11 -0.33
H -21.3376 23.3368 -0.2571 -0.53 -0.19 -0.55
H -20.8843 22.0439 -2.5743 -0.19 -0.34 0.38
H -19.8353 23.2566 -2.1290 0.05 0.24 0.37
H -19.0673 20.3215 -2.2254 -0.45 -0.24 0.79
H -18.4554 21.7397 -2.8234 0.68 0.16 0.28
H -17.0967 20.8431 -0.8060 -0.29 -0.41 0.82
H -17.5007 22.4953 -0.5369 -0.30 0.28 -0.54
H -17.1916 22.7075 1.6939 -0.10 -0.24 -0.30
H -16.8392 20.9016 1.6548 0.35 0.43 -0.30
H -17.9182 21.5102 2.8060 -0.53 0.30 -0.05
C -29.7174 18.4206 -2.7452 1.69 -0.24 0.00
C -28.7831 17.4021 -3.5191 -0.51 -0.40 0.43
C -27.7356 16.7031 -2.6318 1.48 0.12 -0.54
N -26.8800 15.5656 -3.3470 -1.24 0.41 -0.31
C -25.9289 14.9298 -2.2756 0.30 0.28 -1.87
C -24.8698 13.9741 -2.9857 -1.04 0.86 1.84
C -24.2537 14.5253 -4.2577 -0.33 0.61 -0.28
C -25.2113 15.1430 -5.3261 -0.25 -0.12 2.88
C -26.0366 16.2172 -4.5134 -0.18 -0.91 -0.65
C -27.8968 14.5074 -3.9018 0.14 1.45 1.70
H -29.7796 19.3568 -3.2999 -0.54 -0.29 -0.31
H -29.1794 18.7633 -1.8613 -0.01 -0.22 0.30
H -30.6802 18.0250 -2.4217 0.09 0.00 -0.32
H -28.2887 17.9144 -4.3444 0.04 0.07 0.19
H -29.3772 16.6059 -3.9676 -0.34 0.19 -0.14
H -28.1103 16.2672 -1.7057 -0.30 -0.21 -0.24
H -26.9676 17.4155 -2.3306 0.02 0.20 0.09
H -25.4554 15.7857 -1.7946 0.31 0.08 -0.26
H -26.5320 14.4844 -1.4844 -0.15 -0.37 -0.36
H -24.0665 14.0328 -2.2513 0.18 -0.50 0.11
H -25.2120 12.9394 -2.9666 -0.15 0.04 -0.44
H -23.6843 15.3641 -3.8573 0.60 0.03 -0.46
H -23.5991 13.7679 -4.6889 0.10 0.15 -0.01
H -24.6079 15.6082 -6.1056 -0.39 0.01 -0.09
H -25.8649 14.3426 -5.6728 -0.06 0.26 -0.55
H -25.3881 16.9989 -4.1178 0.17 -0.33 0.63
H -26.7103 16.7707 -5.1675 -0.43 -0.38 0.12
H -27.5295 13.5096 -3.6615 0.29 0.08 -1.18
H -28.3139 14.8528 -4.8478 0.99 -0.75 -0.50
H -28.8031 14.5770 -3.3003 0.16 0.18 0.61
C -16.0907 14.6153 -7.0650 -0.43 -0.18 0.32
C -16.8528 14.3124 -5.7269 2.46 -0.62 -0.55
C -18.3185 14.3488 -5.7660 -2.10 0.55 0.74
N -18.9932 14.7460 -4.3912 -0.43 -0.14 0.22
C -18.5520 16.1560 -3.8034 -2.08 -0.74 -1.08
C -19.0813 17.3015 -4.7414 0.11 -0.97 0.96
C -20.6191 17.1975 -5.0633 0.51 -1.08 0.42
C -21.0905 15.7947 -5.5028 1.05 -1.04 -0.74
C -20.5705 14.6152 -4.6302 1.22 1.35 0.82
C -18.6782 13.7152 -3.2788 -0.03 1.00 -1.04
H -15.8328 15.6742 -7.0440 0.01 -0.10 -0.65
H -16.5977 14.2983 -7.9764 -0.69 0.49 0.10
H -15.1829 14.0186 -7.1541 0.31 0.16 0.66
H -16.4353 15.0224 -5.0130 -0.17 -0.10 0.15
H -16.4722 13.3344 -5.4326 -0.37 -0.07 0.49
H -18.8326 13.4223 -6.0218 0.46 -0.30 0.18
H -18.7050 15.0218 -6.5312 0.13 0.51 0.24
H -17.4952 16.1251 -3.5381 0.09 0.01 -0.70
H -19.0297 16.2090 -2.8250 -0.37 -0.14 -0.04
H -18.3713 17.3515 -5.5669 -0.53 0.21 -0.42
H -18.9818 18.2096 -4.1468 0.25 0.23 -0.15
H -20.9524 17.9329 -5.7955 0.33 0.03 -0.04
H -21.1468 17.4192 -4.1357 0.02 0.15 0.12
H -20.7490 15.5658 -6.5123 0.41 0.29 -0.21
H -22.1622 15.7283 -5.6900 -0.20 0.10 0.74
H -20.7178 13.5956 -4.9862 0.08 0.22 -0.62
H -21.0069 14.5828 -3.6319 0.08 0.46 0.18
H -19.2790 14.0116 -2.4189 0.00 -0.24 -0.07
H -17.6217 13.7991 -3.0241 -0.09 -0.23 -0.17
H -18.9502 12.7349 -3.6701 0.19 0.03 0.24
N -15.5906 10.5064 -0.9519 -1.52 0.57 5.81
S -17.1209 10.4757 -0.2991 -2.24 -1.67 5.35
O -17.9671 9.3158 -0.6031 1.89 1.65 -0.38
O -17.8342 11.6768 0.0019 1.10 0.09 -1.01
F -16.5572 10.0791 1.1781 0.00 0.07 -0.55
S -16.0637 10.3530 -2.3189 0.00 0.50 -11.90
O -16.9437 11.4498 -2.8532 1.52 -3.13 1.54
O -16.1760 9.0046 -2.8651 -0.62 1.43 0.88
F -14.6478 10.7424 -3.0493 0.22 0.25 0.16
N -22.2793 22.9007 -5.3878 2.20 -3.79 -0.53
S -20.8996 21.9305 -5.5970 1.64 -3.44 1.31
O -19.6701 22.1693 -4.7512 -3.35 0.23 -2.01
O -20.6642 21.4548 -6.9179 -0.16 1.46 -0.39
F -21.4645 20.5742 -4.9756 -0.31 1.11 0.29
S -21.5489 24.2086 -5.2111 1.83 8.24 -0.56
O -20.6249 24.6825 -6.2748 -1.08 -1.85 1.39
O -21.1637 24.6216 -3.8894 0.02 -0.89 0.03
F -22.7512 25.2355 -5.4844 -0.54 -0.68 -0.01
N -14.3380 14.2409 -1.1072 -2.49 2.84 0.53
S -13.7571 14.9792 -2.3407 4.48 -0.49 -3.51
O -12.6796 15.9244 -2.0468 -1.69 -0.83 -0.64
O -14.7144 15.3020 -3.3871 1.36 -0.35 0.80
F -12.8341 13.6891 -2.8804 -1.17 0.87 0.13
S -15.2772 15.6146 -0.6514 -3.24 -2.28 3.30
O -16.4740 16.0332 -1.3938 2.31 -0.65 0.58
O -14.5234 16.5800 0.0680 0.48 1.02 -0.60
F -15.9359 14.8262 0.5848 -0.08 -0.01 -0.54
N -23.2571 13.9656 0.6805 2.89 -3.46 -3.11
S -22.8342 15.2401 1.3001 -1.15 8.70 8.93
O -22.3123 16.4306 0.6739 0.08 -1.35 -1.96
O -22.3226 15.2065 2.6842 -0.62 -1.13 -1.80
F -24.3532 15.6976 1.5929 -0.71 0.20 -0.24
S -21.6770 13.6108 0.1817 2.55 -4.01 0.86
O -20.5614 13.6990 1.1540 -3.13 0.31 -2.39
O -21.4647 13.9270 -1.1802 0.16 1.43 -1.01
F -21.9238 12.0684 0.0375 -0.24 -0.64 0.55
N -10.6688 15.9148 -6.7470 7.28 -1.53 0.36
S -11.9304 15.9975 -6.0295 -11.10 4.50 2.77
O -12.0326 17.0337 -4.9672 0.78 -2.90 -1.77
O -12.6538 14.7632 -5.9378 0.15 0.44 0.11
F -12.7819 16.8267 -7.2209 0.77 -0.83 0.19
S -9.8059 15.3772 -5.3291 4.22 0.22 0.16
O -10.3313 14.2438 -4.5783 0.75 1.73 -1.52
O -8.9862 16.3812 -4.6676 -2.23 -0.89 -0.54
F -8.6039 14.7778 -6.2406 -0.27 -0.97 -0.26
N -23.5897 20.8060 -2.4071 3.54 -3.05 -0.21
S -24.6316 20.6984 -1.3232 -5.97 3.54 5.64
O -24.3397 21.2554 0.0184 0.23 -0.83 -2.54
O -25.5328 19.5756 -1.2799 0.60 -0.68 -0.27
F -25.6543 21.7844 -1.9109 0.31 0.57 -0.32
S -22.8361 19.3258 -1.9552 1.22 -0.54 0.50
O -23.5496 18.2214 -2.5048 0.29 -0.26 -0.31
O -22.3476 19.2073 -0.5776 -0.65 0.78 -2.53
F -21.5609 19.4578 -2.8413 0.28 0.18 0.24
N -19.9915 12.1629 -7.8107 -7.35 0.98 6.64
S -21.1154 10.9575 -7.2415 -0.40 -1.13 3.98
O -20.7958 9.5793 -7.5826 -0.54 2.09 -0.10
O -22.5483 11.2610 -7.0350 3.34 0.54 -0.97
F -20.4735 10.9971 -5.6710 -1.16 0.43 -1.72
S -19.2564 11.3805 -8.7621 7.43 -2.71 -9.16
O -20.0103 10.8184 -9.8610 0.17 -0.03 0.61
O -18.0393 10.6788 -8.3873 -1.47 0.58 0.28
F -18.6081 12.7320 -9.4942 -0.01 -0.65 0.37
N -17.6133 18.9973 -9.7869 -5.08 3.32 1.78
S -18.8350 18.8355 -8.5587 -5.06 3.62 1.28
O -18.5067 19.3588 -7.2242 0.65 -1.07 -2.56
O -19.8372 17.7982 -8.6337 2.23 -0.57 0.14
F -19.8177 19.9636 -9.1396 1.34 0.72 -0.32
S -16.9426 17.7646 -9.3421 6.82 -7.48 -0.08
O -17.5794 16.4886 -9.6383 0.09 1.32 1.62
O -16.0495 17.9166 -8.1769 -1.70 -0.35 -1.24
F -15.8829 17.6762 -10.5310 1.10 0.77 -0.68
```
Forces are in eV/Å.

Multiplicity: 1
Charge: -2
E: -361149.2388 eV
Kohn-Sham gap: 6.52 eV



No. 3
ORCA calculation (the ωB97M-V functional and the def2-TZVPD basis) on the ion C4H8N with charge +1.

Structure (XYZ):
```
13
Properties=species:S:1:pos:R:3:forces:R:3
C 0.3183 2.4554 0.7232 0.16 0.66 -0.97
N 0.2799 1.1847 0.8399 0.40 0.72 0.05
C 0.1976 0.2769 -0.2493 0.66 -0.66 0.31
C -0.1257 -0.9811 0.0459 -0.28 -0.56 0.04
C -0.3708 -2.1286 -0.8928 -0.66 1.24 0.16
H 0.0993 3.1966 1.4817 0.55 -0.55 0.67
H 0.5609 2.8687 -0.2549 -0.64 -0.17 -0.11
H 0.4329 0.7851 1.7589 -0.90 -0.19 0.34
H 0.4605 0.7024 -1.2053 -0.20 -0.07 -0.15
H -0.3244 -1.2153 1.0908 0.07 0.14 0.03
H -0.1732 -3.0869 -0.4259 0.58 -0.02 -0.20
H 0.1004 -1.9057 -1.8449 0.18 -0.60 -0.09
H -1.4557 -2.1522 -1.0674 0.08 0.07 -0.07
```
Forces are in eV/Å.

Multiplicity: 1
Charge: +1
E: -5759.4963 eV
Kohn-Sham gap: 9.12 eV



What did we get for lowest unoccupied orbital energy? Answer: 0.9, 1.6, -5.5 eV, in the order shown.